75
Properties=species:S:1:pos:R:3 method="wB97M-V/def2-TZVPD" charge=-1 multiplicity=6 s_squared=8.755 homo_ev="-4.3 / -4.7" homo_lumo_gap_ev="6.754 / 7.209"
Mn -1.022 0.094 -0.423
C 4.265 2.795 1.444
C 3.012 3.030 0.609
N 2.730 1.936 -0.303
C 3.191 2.090 -1.668
C 2.221 2.892 -2.531
C 1.932 0.893 0.118
S 1.468 -0.306 -1.083
N 1.597 0.906 1.365
C 0.626 0.024 1.931
O -0.630 0.195 1.570
C 1.280 -1.303 3.543
C 2.168 -0.087 3.794
C 2.596 0.073 5.192
C 2.142 -0.712 6.178
C 1.320 -1.876 5.904
C 0.977 -2.202 4.651
H 4.468 3.650 2.093
H 5.138 2.636 0.804
H 4.129 1.911 2.066
H 3.124 3.941 0.014
H 2.151 3.161 1.265
H 3.340 1.104 -2.101
H 4.168 2.586 -1.635
H 1.249 2.398 -2.535
H 2.589 2.973 -3.557
H 2.083 3.901 -2.137
H 2.865 0.215 3.022
H 3.320 0.852 5.400
H 2.467 -0.538 7.197
H 1.052 -2.528 6.725
H 0.466 -3.132 4.440
C -3.628 -3.471 1.098
N -3.483 -3.314 -0.333
C -3.047 -4.280 -1.222
C -2.824 -3.670 -2.401
N -3.127 -2.329 -2.225
C -3.491 -2.098 -0.932
S -3.826 -0.621 -0.228
C -2.739 -1.280 -3.117
C -3.575 -0.911 -4.151
C -3.136 0.103 -4.992
C -1.906 0.688 -4.757
C -1.155 0.251 -3.673
N -1.561 -0.730 -2.873
H -3.577 -4.531 1.339
H -4.581 -3.056 1.420
H -2.828 -2.928 1.604
H -2.938 -5.310 -0.933
H -2.488 -4.056 -3.347
H -4.537 -1.389 -4.274
H -3.758 0.435 -5.814
H -1.538 1.493 -5.378
H -0.200 0.690 -3.420
N 0.604 -3.885 -0.593
C 0.136 -2.847 0.148
O -0.839 -2.212 -0.240
C 0.785 -2.663 1.473
C 1.221 -3.886 2.081
N 1.597 -4.888 2.511
C 0.996 -1.495 2.121
N 0.772 0.132 3.501
H 1.513 -4.268 -0.399
H 0.255 -3.934 -1.536
C -1.812 3.964 -2.205
C -1.785 3.022 -0.999
C -0.758 3.498 0.029
O -1.523 1.733 -1.421
H -2.059 4.991 -1.918
H -2.550 3.615 -2.931
H -0.830 3.965 -2.688
H -2.784 3.078 -0.522
H 0.238 3.490 -0.424
H -0.737 2.821 0.887
H -0.976 4.512 0.383